{"formula": "C5H9NO", "method": "the ωB97M-V functional and the def2-TZVPD basis", "smiles": "CC(=O)[C@H]1CN1C", "homo_energy_ev": -9.2, "homo_lumo_gap_ha": 0.371, "relative_energy_ev": 2.706, "energy_ev": -8866.5068, "species": ["C", "C", "C", "N", "C", "C", "O", "H", "H", "H", "H", "H", "H", "H", "H", "H"], "coordinates": [[-1.23, -0.26, -1.37], [0.29, -1.07, 0.58], [1.59, -0.43, 0.26], [0.72, 0.21, 1.20], [0.26, 1.53, 0.76], [-1.02, -1.08, -0.14], [-1.94, -1.64, 0.43], [-1.90, 0.58, -1.15], [-1.68, -0.91, -2.13], [-0.28, 0.13, -1.73], [0.41, -2.00, 1.13], [2.45, -0.88, 0.76], [1.80, 0.06, -0.69], [-0.46, 1.65, -0.07], [-0.17, 2.02, 1.64], [1.17, 2.08, 0.51]], "nbo_charge": [-0.723, -0.180, -0.252, -0.374, -0.435, 0.569, -0.526, 0.243, 0.249, 0.213, 0.221, 0.206, 0.191, 0.184, 0.210, 0.202]}

{"formula": "ClHN2O2", "method": "the ωB97M-V functional and the def2-TZVPD basis", "homo_energy_ev": [-0.6, -0.8], "total_charge": -2, "homo_lumo_gap_ha": [0.274, 0.280], "relative_energy_ev": 1.201, "energy_ev": -19611.2325, "species": ["N", "N", "O", "O", "Cl", "H"], "coordinates": [[0.29, 0.24, 0.60], [-0.67, -0.71, 0.82], [0.14, 1.48, 0.78], [-0.24, -1.84, 0.34], [10.14, -0.09, 0.18], [1.18, 0.02, 0.03]], "nbo_charge": [-0.007, 0.039, -0.663, -0.669, -1.000, 0.301]}

{"formula": "C6H11N3OS", "method": "the ωB97M-V functional and the def2-TZVPD basis", "smiles": "CN(C)N/C=N\\C(=O)CC=S", "homo_energy_ev": -8.3, "homo_lumo_gap_ha": 0.299, "relative_energy_ev": 3.430, "energy_ev": -23750.0598, "species": ["C", "C", "C", "C", "C", "C", "N", "N", "N", "O", "S", "H", "H", "H", "H", "H", "H", "H", "H", "H", "H", "H"], "coordinates": [[0.99, 0.34, -0.41], [0.59, 0.16, 1.92], [0.84, 1.08, 3.12], [-0.06, 2.22, 3.17], [-1.74, -1.18, -1.97], [0.49, -1.23, -2.78], [1.32, 0.63, 0.82], [-0.10, -0.25, -0.79], [-0.51, -0.58, -2.05], [-0.24, -0.73, 1.85], [-0.19, 3.39, 2.09], [1.75, 0.54, -1.06], [0.78, 0.63, 4.07], [1.82, 1.41, 2.87], [-0.76, -0.34, -0.03], [-0.95, 2.20, 3.88], [-2.17, -1.34, -2.96], [-1.77, -2.21, -1.44], [-2.45, -0.47, -1.27], [1.42, -0.60, -2.76], [0.74, -2.26, -2.46], [0.21, -1.38, -3.80]], "nbo_charge": [0.337, 0.700, -0.597, -0.255, -0.406, -0.416, -0.642, -0.394, -0.281, -0.623, 0.070, 0.181, 0.230, 0.265, 0.435, 0.204, 0.220, 0.169, 0.203, 0.206, 0.177, 0.215]}

{"formula": "C10H27ClFeIO2P2S", "method": "the ωB97M-V functional and the def2-TZVPD basis", "homo_energy_ev": [-14.6, -14.6], "total_charge": 2, "multiplicity": 6, "homo_lumo_gap_ha": [0.248, 0.195], "relative_energy_ev": 2.924, "energy_ev": -99306.3240, "species": ["C", "C", "H", "H", "H", "O", "I", "Fe", "P", "C", "C", "H", "H", "H", "H", "H", "H", "C", "H", "H", "H", "P", "C", "C", "H", "H", "H", "C", "H", "H", "H", "H", "H", "H", "Cl", "C", "S", "C", "O", "H", "H", "H", "H", "H", "H"], "coordinates": [[0.06, 1.04, -1.66], [-0.09, 1.55, -0.26], [-0.24, 1.88, -2.28], [-0.58, 0.22, -1.99], [1.04, 0.77, -2.01], [-0.39, 2.71, -0.01], [0.01, 0.20, 1.21], [0.13, -3.34, -1.29], [2.20, -1.29, -0.83], [3.14, -0.13, 0.34], [2.79, -2.92, -0.16], [3.86, -3.12, -0.35], [4.15, -1.43, -2.45], [2.16, -3.72, -0.61], [2.50, -1.63, -3.17], [2.99, -0.52, 1.35], [2.62, -2.85, 0.94], [3.10, -1.06, -2.44], [4.23, -0.03, 0.17], [3.07, 0.01, -2.72], [2.73, 0.89, 0.34], [-2.28, -1.10, -0.67], [-3.23, 0.08, 0.44], [-3.10, -0.92, -2.31], [-2.27, -3.52, -0.59], [-3.98, -2.93, -0.31], [-2.74, -2.79, 1.02], [-2.91, -2.76, -0.08], [-2.57, -1.64, -2.94], [-4.18, -1.14, -2.32], [-4.27, 0.28, 0.13], [-2.73, 1.06, 0.49], [-2.91, 0.08, -2.69], [-3.26, -0.30, 1.47], [-0.11, -3.36, -3.51], [-1.06, 2.52, 3.44], [0.69, 2.48, 3.04], [0.97, 3.98, 2.19], [1.39, 2.44, 4.34], [-1.68, 2.92, 2.62], [-1.09, 3.14, 4.34], [-1.31, 1.47, 3.67], [1.71, 4.48, 2.81], [1.36, 3.73, 1.20], [0.07, 4.59, 2.06]], "mulliken_spin": [0.009, 0.003, 0.000, -0.011, -0.005, 0.012, 0.213, 3.772, 0.027, 0.011, 0.006, 0.001, 0.002, -0.009, 0.001, 0.003, 0.001, 0.004, 0.000, -0.001, 0.001, 0.026, 0.005, 0.016, 0.000, 0.001, 0.000, 0.010, 0.001, 0.004, 0.000, 0.000, -0.001, 0.001, 0.178, 0.033, 0.275, 0.045, 0.344, 0.005, -0.001, 0.001, -0.007, 0.010, 0.014]}

{"formula": "C2H6FN2", "method": "the ωB97M-V functional and the def2-TZVPD basis", "smiles": "C/[NH+]=C(/N)F", "homo_energy_ev": -16.0, "total_charge": 1, "homo_lumo_gap_ha": 0.448, "relative_energy_ev": 0.857, "energy_ev": -7861.8042, "species": ["C", "C", "N", "N", "F", "H", "H", "H", "H", "H", "H"], "coordinates": [[0.28, -0.25, 0.66], [-1.05, 0.64, -1.14], [1.22, -0.95, 1.29], [0.14, 0.32, -0.51], [-0.90, -0.31, 1.31], [-1.05, 1.64, -1.62], [-1.82, 0.60, -0.35], [-1.20, 0.02, -1.94], [2.24, -0.96, 1.12], [1.12, -1.21, 2.20], [1.03, 0.46, -1.02]], "nbo_charge": [0.902, -0.431, -0.752, -0.508, -0.266, 0.245, 0.250, 0.232, 0.450, 0.440, 0.437]}

{"formula": "C20H19CeCl2O3", "method": "the ωB97M-V functional and the def2-TZVPD basis", "homo_energy_ev": [-10.7, -10.7], "total_charge": 1, "homo_lumo_gap_ha": [0.154, 0.155], "energy_ev": -65153.6822, "species": ["C", "C", "C", "H", "C", "C", "H", "H", "H", "H", "C", "C", "C", "H", "C", "C", "H", "H", "H", "H", "Ce", "O", "C", "C", "H", "H", "H", "H", "C", "C", "C", "H", "C", "H", "C", "H", "C", "H", "Cl", "C", "Cl", "C", "O", "O", "H"], "coordinates": [[0.46, -1.84, 1.43], [-0.85, -2.20, 0.97], [-0.73, -2.62, -0.40], [-1.76, -2.17, 1.57], [0.64, -2.49, -0.79], [1.38, -2.02, 0.35], [2.46, -1.86, 0.39], [0.70, -1.52, 2.44], [-1.55, -2.97, -1.04], [1.06, -2.74, -1.76], [-0.92, 2.53, 0.17], [-0.62, 1.94, 1.44], [0.79, 1.64, 1.46], [-1.31, 1.78, 2.26], [1.36, 2.06, 0.22], [0.31, 2.61, -0.59], [0.41, 3.05, -1.58], [-1.90, 2.85, -0.17], [1.31, 1.18, 2.30], [2.41, 2.00, -0.05], [-0.20, 0.00, -0.28], [-0.22, -0.18, -3.77], [-1.40, -0.84, -4.31], [-0.10, -0.93, -5.06], [-1.73, -1.73, -3.76], [-2.16, -0.16, -4.73], [0.46, -1.87, -4.98], [0.87, -1.92, -7.37], [0.59, -0.86, -7.47], [0.09, -0.20, -6.32], [-0.30, 1.15, -6.45], [-0.69, 1.68, -5.58], [-0.15, 1.81, -7.67], [-0.42, 2.86, -7.75], [0.34, 1.14, -8.80], [0.45, 1.66, -9.75], [0.70, -0.21, -8.69], [1.07, -0.75, -9.56], [-1.68, -2.67, 4.44], [-1.76, -1.14, 5.31], [-0.61, -1.05, 6.63], [-1.58, 0.09, 4.30], [-1.58, 1.17, 4.90], [-1.48, -0.18, 3.07], [-2.78, -1.05, 5.73]], "nbo_charge": [-0.291, -0.270, -0.312, 0.317, -0.298, -0.301, 0.273, 0.308, 0.267, 0.269, -0.313, -0.234, -0.322, 0.342, -0.293, -0.294, 0.273, 0.269, 0.288, 0.271, 1.849, -0.543, -0.114, 0.084, 0.187, 0.213, 0.207, 0.215, -0.182, -0.107, -0.196, 0.211, -0.202, 0.225, -0.186, 0.231, -0.201, 0.231, -0.046, -0.352, 0.010, 0.766, -0.678, -0.809, 0.238]}

{"formula": "C4H8N2O2", "method": "the ωB97M-V functional and the def2-TZVPD basis", "smiles": "[H]/N=C(\\C)C(=O)N(C)O", "homo_energy_ev": -8.8, "homo_lumo_gap_ha": 0.331, "relative_energy_ev": 2.928, "energy_ev": -11351.1846, "species": ["C", "C", "N", "C", "C", "O", "N", "O", "H", "H", "H", "H", "H", "H", "H", "H"], "coordinates": [[2.43, -1.09, 0.02], [-1.69, 1.80, 0.00], [1.01, -0.92, 0.19], [0.43, 0.34, 0.10], [-1.10, 0.42, 0.03], [0.31, -2.08, -0.21], [-1.83, -0.66, 0.00], [1.06, 1.39, 0.10], [-0.64, -1.83, -0.11], [-2.82, -0.40, -0.04], [2.96, -0.42, 0.70], [2.70, -0.83, -1.01], [2.71, -2.13, 0.22], [-1.36, 2.32, -0.89], [-2.79, 1.75, -0.01], [-1.38, 2.35, 0.89]], "nbo_charge": [-0.426, -0.676, -0.127, 0.559, 0.268, -0.568, -0.649, -0.601, 0.497, 0.360, 0.227, 0.199, 0.226, 0.249, 0.212, 0.250]}